*i*
Formula: C11H44N22O11
Source: OMol25
Level of theory: ωB97M-V/def2-TZVPD

Computed properties:
E_HOMO   -8.7 eV
Lowest unoccupied orbital energy   -0.55 eV

Each atom is followed by the atoms it is bonded to, with distances in Å.
Element x y z (Å)
1 N -0.96 -4.50 2.32  C2 1.361, H5 1.005, H6 1.002
2 C 0.16 -4.62 1.54  N1 1.361, N3 1.354, O4 1.235
3 N 0.78 -5.82 1.63  C2 1.354, H7 1.003, H8 1.009
4 O 0.59 -3.71 0.83  C2 1.235
5 H -1.22 -3.57 2.61  N1 1.005
6 H -1.41 -5.31 2.69  N1 1.002
7 H 0.40 -6.65 2.04  N3 1.003
8 H 1.53 -5.94 0.96  N3 1.009
9 N 4.71 1.38 0.20  C10 1.375, H13 1.024, H14 1.007
10 C 4.55 0.74 -1.01  N9 1.375, N11 1.375, O12 1.218
11 N 3.30 0.21 -1.21  C10 1.375, H15 1.002, H16 1.006
12 O 5.44 0.63 -1.83  C10 1.218
13 H 4.11 1.11 0.98  N9 1.024
14 H 5.65 1.51 0.55  N9 1.007
15 H 2.63 -0.04 -0.51  N11 1.002
16 H 3.02 0.19 -2.18  N11 1.006
17 N 2.69 2.13 3.86  C18 1.344, H21 1.003, H22 1.005
18 C 2.70 0.89 3.34  N17 1.344, N19 1.362, O20 1.247
19 N 2.62 -0.12 4.24  C18 1.362, H23 1.004, H24 1.004
20 O 2.70 0.70 2.11  C18 1.247
21 H 2.54 2.99 3.37  N17 1.003
22 H 2.80 2.23 4.86  N17 1.005
23 H 2.72 0.24 5.17  N19 1.004
24 H 2.83 -1.07 3.98  N19 1.004
25 N -2.69 4.96 0.70  C26 1.356, H29 1.003, H30 1.008
26 C -2.12 4.92 1.93  N25 1.356, N27 1.359, O28 1.224
27 N -0.78 4.72 1.80  C26 1.359, H31 1.009, H32 1.006
28 O -2.69 5.18 2.98  C26 1.224
29 H -3.61 5.34 0.60  N25 1.003
30 H -2.18 4.85 -0.17  N25 1.008
31 H -0.34 5.07 0.96  N27 1.009
32 H -0.23 4.77 2.64  N27 1.006
33 N 3.99 -2.93 -3.91  C34 1.366, H37 1.003, H38 1.003
34 C 2.92 -3.37 -3.18  N33 1.366, N35 1.370, O36 1.225
35 N 2.70 -2.58 -2.08  C34 1.370, H39 1.009, H40 1.002
36 O 2.23 -4.32 -3.51  C34 1.225
37 H 4.57 -2.19 -3.55  N33 1.003
38 H 4.17 -3.46 -4.74  N33 1.003
39 H 3.18 -1.69 -2.05  N35 1.009
40 H 2.06 -2.88 -1.36  N35 1.002
41 N -4.74 3.64 -1.01  C42 1.367, H45 1.005, H46 1.006
42 C -5.01 2.53 -0.26  N41 1.367, N43 1.361, O44 1.229
43 N -3.94 1.71 -0.07  C42 1.361, H47 1.004, H48 1.002
44 O -6.02 2.40 0.43  C42 1.229
45 H -4.07 3.54 -1.76  N41 1.005
46 H -5.53 4.26 -1.10  N41 1.006
47 H -4.05 0.83 0.40  N43 1.004
48 H -3.03 1.99 -0.39  N43 1.002
49 N -5.89 0.03 -2.57  C50 1.369, H53 1.002, H54 1.012
50 C -4.92 0.65 -3.31  N49 1.369, N51 1.358, O52 1.235
51 N -3.66 0.56 -2.80  C50 1.358, H55 1.000, H56 1.008
52 O -5.24 1.26 -4.33  C50 1.235
53 H -6.72 -0.07 -3.12  N49 1.002
54 H -5.53 -0.46 -1.77  N49 1.012
55 H -2.80 0.81 -3.25  N51 1.000
56 H -3.56 0.15 -1.89  N51 1.008
57 N 0.05 3.84 -2.91  C58 1.358, H61 1.010, H62 1.006
58 C 0.35 4.52 -1.77  N57 1.358, N59 1.391, O60 1.229
59 N 1.72 4.54 -1.54  C58 1.391, H63 1.004, H64 1.008
60 O -0.41 5.22 -1.11  C58 1.229
61 H -0.91 3.56 -3.02  N57 1.010
62 H 0.77 3.20 -3.19  N57 1.006
63 H 2.31 3.74 -1.65  N59 1.004
64 H 1.92 5.25 -0.85  N59 1.008
65 N -4.36 -3.85 -0.56  C66 1.358, H69 1.000, H70 1.006
66 C -3.84 -2.59 -0.58  N65 1.358, N67 1.354, O68 1.235
67 N -2.49 -2.52 -0.45  C66 1.354, H71 1.021, H72 1.006
68 O -4.50 -1.55 -0.58  C66 1.235
69 H -3.80 -4.63 -0.29  N65 1.000
70 H -5.37 -3.84 -0.55  N65 1.006
71 H -2.04 -1.61 -0.37  N67 1.021
72 H -1.99 -3.34 -0.16  N67 1.006
73 N -0.10 1.26 1.24  C74 1.376, H77 1.008, H78 1.009
74 C -0.40 0.24 0.38  N73 1.376, N75 1.375, O76 1.226
75 N 0.54 -0.75 0.52  C74 1.375, H79 1.003, H80 1.011
76 O -1.45 0.08 -0.24  C74 1.226
77 H 0.90 1.33 1.40  N73 1.008
78 H -0.70 2.07 1.28  N73 1.009
79 H 1.22 -0.61 1.25  N75 1.003
80 H 0.10 -1.65 0.39  N75 1.011
81 N 3.00 -2.45 1.42  C82 1.374, H85 1.014, H86 0.999
82 C 4.31 -2.87 1.52  N81 1.374, N83 1.361, O84 1.224
83 N 4.43 -4.20 1.77  C82 1.361, H87 1.002, H88 1.005
84 O 5.24 -2.17 1.13  C82 1.224
85 H 2.31 -3.19 1.41  N81 1.014
86 H 2.77 -1.48 1.50  N81 0.999
87 H 3.73 -4.76 2.22  N83 1.002
88 H 5.32 -4.61 1.58  N83 1.005

*ii*
Formula: C11H44N22O11
Source: OMol25
Level of theory: ωB97M-V/def2-TZVPD

Computed properties:
E_HOMO   -9.5 eV
Lowest unoccupied orbital energy   -0.28 eV

Each atom is followed by the atoms it is bonded to, with distances in Å.
Element x y z (Å)
1 N 3.49 -1.33 -5.37  C2 1.311, H5 1.010, H6 1.010
2 C 2.33 -1.59 -5.91  N1 1.311, N3 1.287, O4 1.226
3 N 1.40 -0.77 -5.57  C2 1.287, H7 1.010, H8 1.010
4 O 2.09 -2.55 -6.64  C2 1.226
5 H 4.28 -1.93 -5.58  N1 1.010
6 H 3.42 -0.79 -4.51  N1 1.010
7 H 0.49 -0.85 -5.99  N3 1.010
8 H 1.57 -0.03 -4.90  N3 1.010
9 N 0.57 -0.58 0.29  C10 1.300, H13 1.010, H14 1.010
10 C 1.24 0.53 0.38  N9 1.300, N11 1.270, O12 1.198
11 N 0.59 1.61 0.53  C10 1.270, H15 1.010, H16 1.010
12 O 2.42 0.58 0.15  C10 1.198
13 H -0.44 -0.62 0.41  N9 1.010
14 H 0.97 -1.46 0.01  N9 1.010
15 H -0.40 1.65 0.70  N11 1.010
16 H 1.02 2.43 0.14  N11 1.010
17 N -1.76 -10.02 0.19  C18 1.240, H21 1.010, H22 1.010
18 C -0.77 -9.28 0.32  N17 1.240, N19 1.254, O20 1.237
19 N -0.84 -8.44 -0.60  C18 1.254, H23 1.010, H24 1.010
20 O 0.08 -9.31 1.22  C18 1.237
21 H -1.95 -10.66 0.95  N17 1.010
22 H -2.45 -10.10 -0.54  N17 1.010
23 H -1.37 -8.64 -1.44  N19 1.010
24 H -0.05 -7.82 -0.59  N19 1.010
25 N -0.07 -3.15 4.59  C26 1.280, H29 1.010, H30 1.010
26 C -0.41 -4.07 5.41  N25 1.280, N27 1.308, O28 1.198
27 N -1.18 -4.97 4.84  C26 1.308, H31 1.010, H32 1.010
28 O -0.11 -4.02 6.57  C26 1.198
29 H -0.55 -3.14 3.70  N25 1.010
30 H 0.41 -2.29 4.82  N25 1.010
31 H -1.57 -5.71 5.40  N27 1.010
32 H -1.45 -4.84 3.87  N27 1.010
33 N 2.28 9.75 -0.36  C34 1.304, H37 1.010, H38 1.010
34 C 1.53 9.18 0.55  N33 1.304, N35 1.304, O36 1.184
35 N 1.36 10.04 1.52  C34 1.304, H39 1.010, H40 1.010
36 O 1.23 8.04 0.63  C34 1.184
37 H 2.47 10.74 -0.38  N33 1.010
38 H 2.23 9.18 -1.19  N33 1.010
39 H 1.57 11.02 1.41  N35 1.010
40 H 0.96 9.74 2.40  N35 1.010
41 N -2.91 -5.15 -6.33  C42 1.286, H45 1.010, H46 1.010
42 C -3.09 -5.36 -5.08  N41 1.286, N43 1.335, O44 1.247
43 N -2.25 -4.71 -4.27  C42 1.335, H47 1.010, H48 1.010
44 O -3.84 -6.28 -4.70  C42 1.247
45 H -2.55 -4.33 -6.79  N41 1.010
46 H -3.62 -5.68 -6.84  N41 1.010
47 H -2.45 -4.98 -3.32  N43 1.010
48 H -1.60 -3.98 -4.53  N43 1.010
49 N 6.84 5.57 -1.35  C50 1.347, H53 1.010, H54 1.010
50 C 7.91 6.37 -1.48  N49 1.347, N51 1.262, O52 1.222
51 N 7.59 7.59 -1.46  C50 1.262, H55 1.010, H56 1.010
52 O 9.05 5.98 -1.67  C50 1.222
53 H 5.93 5.98 -1.18  N49 1.010
54 H 6.94 4.60 -1.08  N49 1.010
55 H 6.89 8.00 -0.86  N51 1.010
56 H 8.26 8.30 -1.74  N51 1.010
57 N -4.27 -0.32 -0.50  C58 1.268, H61 1.010, H62 1.010
58 C -4.58 0.42 -1.49  N57 1.268, N59 1.321, O60 1.250
59 N -4.97 -0.24 -2.56  C58 1.321, H63 1.010, H64 1.010
60 O -4.26 1.62 -1.54  C58 1.250
61 H -4.44 -1.27 -0.78  N57 1.010
62 H -4.11 0.19 0.36  N57 1.010
63 H -5.15 0.17 -3.46  N59 1.010
64 H -5.02 -1.25 -2.53  N59 1.010
65 N -4.90 1.63 6.57  C66 1.287, H69 1.010, H70 1.010
66 C -4.05 0.72 6.26  N65 1.287, N67 1.296, O68 1.175
67 N -4.14 -0.35 6.99  C66 1.296, H71 1.010, H72 1.010
68 O -3.32 0.89 5.35  C66 1.175
69 H -4.91 2.46 5.98  N65 1.010
70 H -5.21 1.56 7.53  N65 1.010
71 H -3.73 -1.17 6.57  N67 1.010
72 H -4.79 -0.43 7.76  N67 1.010
73 N 5.61 -3.76 -0.93  C74 1.329, H77 1.010, H78 1.010
74 C 4.87 -4.86 -1.01  N73 1.329, N75 1.290, O76 1.201
75 N 5.57 -5.90 -1.31  C74 1.290, H79 1.010, H80 1.010
76 O 3.68 -4.98 -0.87  C74 1.201
77 H 6.61 -3.78 -1.06  N73 1.010
78 H 5.23 -2.91 -0.54  N73 1.010
79 H 6.58 -5.82 -1.27  N75 1.010
80 H 5.06 -6.77 -1.24  N75 1.010
81 N -4.34 7.91 3.10  C82 1.316, H85 1.010, H86 1.010
82 C -4.61 6.84 2.39  N81 1.316, N83 1.317, O84 1.222
83 N -3.54 6.43 1.74  C82 1.317, H87 1.010, H88 1.010
84 O -5.66 6.24 2.22  C82 1.222
85 H -3.40 8.27 3.16  N81 1.010
86 H -5.10 8.49 3.45  N81 1.010
87 H -3.74 5.56 1.27  N83 1.010
88 H -2.67 6.94 1.69  N83 1.010

Which one is the most stable? From the structures above, *i*.